1.
Here is C2H2FKO as an isolated structure in a non-equilibrium geometry from the OMol25 dataset. Energies are from wB97M-V/def2-TZVPD.

The geometry in XYZ format:
```
7
Properties=species:S:1:pos:R:3:forces:R:3:mulliken_charge:R:1
C 0.203053 -0.199297 0.111499 0.38 2.54 0.00 0.847
C 0.684963 -1.361014 0.088637 -0.02 -0.98 -0.15 -1.311
O 0.016109 1.017551 0.154900 -0.20 -2.03 -0.08 -0.643
H 0.345339 -2.371280 -0.104294 -0.14 0.48 0.14 0.269
H -2.348945 1.592509 -0.322774 -1.98 -2.64 0.11 0.408
K 3.338210 -1.161930 -0.087867 -0.17 0.13 0.03 0.852
F -3.049227 0.875337 -0.322792 2.13 2.50 -0.06 -0.422
```
Forces are in eV/Å.

Values from the calculation:
**Energy above the lowest of the compared OMol25 structures with the same formula, charge and spin**: 0.0 kJ/mol
**Gap between HOMO and LUMO**: 5.99 eV
**Total charge**: 0
**2S+1**: 1

=====

2.
Here is C16H14N4O7S3SbTi as an isolated structure from the OMol25 dataset. Energies are from wB97M-V/def2-TZVPD.

The geometry in XYZ format:
```
46
Properties=species:S:1:pos:R:3:forces:R:3:mulliken_charge:R:1
Ti 1.577184 -0.955571 -0.425399 0.20 0.21 0.18 0.563
C -2.031046 -2.309561 0.179994 0.02 -0.02 0.01 -0.486
C -1.588715 -1.571816 -0.913468 -0.04 0.00 0.02 -0.027
C -1.078233 -2.225532 -2.028378 0.11 0.04 -0.03 -0.288
C -1.005508 -3.613703 -2.051609 -0.02 -0.02 0.03 -0.513
C -1.442433 -4.344431 -0.959271 0.00 -0.01 -0.01 -0.508
C -1.956889 -3.692694 0.155986 -0.01 0.02 0.00 -0.574
H -2.424571 -1.798129 1.049424 0.00 0.00 0.00 0.435
H -1.649328 -0.491986 -0.880428 -0.02 0.00 -0.01 0.312
H -0.721615 -1.658653 -2.880054 -0.04 -0.01 -0.01 0.273
H -0.598299 -4.120839 -2.915928 0.00 0.00 -0.01 0.614
H -1.370871 -5.424280 -0.969006 0.00 0.00 -0.01 0.360
H -2.291998 -4.267256 1.009858 0.00 0.00 0.00 0.381
O 4.181980 -0.131389 2.296625 -0.01 0.02 0.00 -0.588
C 3.157412 0.109294 1.723399 0.06 0.07 0.03 0.238
O 2.992085 -0.150058 0.414636 -0.14 -0.09 -0.02 -0.243
C 1.997341 0.793735 2.373401 -0.06 -0.05 -0.04 0.320
C 2.228347 1.500502 3.538616 0.02 0.01 0.03 -0.537
C 1.192659 2.186844 4.145970 0.00 -0.03 -0.04 -0.486
C -0.080777 2.195614 3.609743 -0.04 0.03 0.02 -0.423
C -0.299675 1.503923 2.441069 0.07 0.00 0.01 -0.117
C 0.704619 0.742910 1.806556 -0.02 0.07 0.01 0.861
O 0.413376 -0.003618 0.779925 0.06 -0.05 -0.08 -0.079
N -1.637005 1.576879 1.851189 -0.05 -0.08 0.02 0.900
O -1.719921 1.672877 0.638624 0.00 0.02 0.02 -0.567
O -2.585723 1.561922 2.606206 0.02 0.02 -0.01 -0.570
N 1.447072 2.939189 5.378653 0.01 0.03 0.03 1.042
O 0.512716 3.540553 5.871738 0.00 -0.02 -0.02 -0.631
O 2.574374 2.917410 5.827404 -0.02 -0.01 -0.01 -0.616
H 3.220808 1.508947 3.966792 0.00 0.00 0.00 0.614
H -0.881680 2.738498 4.089639 0.00 0.00 0.00 0.610
S 2.249502 -5.036164 -2.393429 0.01 0.00 0.05 -0.269
Sb 3.373825 -3.477599 -0.959219 -0.04 -0.08 -0.07 0.471
S 2.721550 -1.633352 -2.359595 -0.01 0.02 -0.05 -0.451
S 1.575816 -2.947299 0.623373 -0.07 -0.03 -0.04 -0.510
C -0.691358 1.850103 -4.621894 0.00 0.01 0.00 -0.990
N -0.737379 1.935180 -3.164346 0.03 0.02 -0.01 -0.002
C -1.814691 2.699991 -2.533363 0.00 0.01 0.02 -0.724
C 0.042297 1.188325 -2.440023 -0.09 -0.04 0.02 0.306
N 0.727362 0.524699 -1.787546 0.04 -0.08 -0.02 0.027
H -0.628549 2.854591 -5.039130 0.00 0.00 0.00 0.341
H -1.589290 1.358079 -4.998838 0.00 0.00 0.00 0.325
H 0.184508 1.283462 -4.926529 0.00 0.00 0.00 0.356
H -2.781546 2.290547 -2.829087 0.00 0.00 0.00 0.326
H -1.748640 3.740564 -2.849716 0.00 0.00 0.00 0.354
H -1.719104 2.639281 -1.452562 0.00 0.00 -0.03 0.165
```
Forces are in eV/Å.

Values from the calculation:
**Energy above the lowest of the compared OMol25 structures with the same formula, charge and spin**: 14.8 kJ/mol
**Gap between HOMO and LUMO (spin up / spin down)**: 7.81 / 6.28 eV
**Total charge**: 0
**2S+1**: 2

=====

3.
Here is C16H6Cl3F5GeIO4S2Sn as an isolated structure from the OMol25 dataset. Energies are from wB97M-V/def2-TZVPD.

The geometry in XYZ format:
```
39
Properties=species:S:1:pos:R:3:forces:R:3:mulliken_charge:R:1
Sn -1.308682 0.197257 0.505172 0.01 -0.08 0.00 0.604
F 2.658808 -1.685239 5.484740 0.00 0.00 0.00 -0.381
C 1.879180 -0.862176 4.792282 0.01 -0.01 -0.03 0.584
C 0.506902 -0.889324 4.978170 -0.02 0.01 0.02 0.342
F -0.020488 -1.733515 5.863771 0.00 0.00 -0.02 -0.385
C -0.299439 -0.033107 4.252886 0.05 0.02 0.02 0.474
F -1.611402 -0.080112 4.469079 -0.02 -0.03 -0.04 -0.463
C 0.225000 0.858498 3.314804 0.01 -0.03 0.03 -0.158
S -0.812418 1.909291 2.370180 0.02 0.04 -0.01 -0.248
C 1.612135 0.869800 3.167090 -0.01 0.02 -0.02 0.294
F 2.186785 1.711094 2.307289 0.01 -0.01 -0.01 -0.435
C 2.435854 0.026864 3.889077 -0.01 -0.02 0.00 0.504
F 3.757774 0.065244 3.722298 -0.02 -0.02 -0.02 -0.370
O -3.815382 -1.520306 -2.714679 0.00 -0.01 0.01 -0.621
S -3.383452 -0.652738 -1.663332 0.03 -0.07 0.04 1.122
O -3.697887 0.738638 -1.700859 0.00 0.04 -0.01 -0.601
O -1.927641 -0.880327 -1.325710 -0.15 0.11 0.02 -0.390
O -4.101773 -1.198018 -0.309419 0.02 -0.03 -0.08 -0.118
I 1.395513 -0.036506 -0.633308 0.03 0.02 0.04 0.107
C 1.746029 -1.575339 0.759729 0.01 0.04 -0.04 0.305
C 3.028580 -2.022768 0.872433 -0.02 0.00 0.01 -0.620
C 3.310701 -3.093177 1.746149 0.00 -0.01 0.02 -0.729
C 2.299803 -3.687894 2.440502 0.03 0.01 0.00 -0.847
C 0.965467 -3.228420 2.326760 -0.03 0.03 0.01 0.868
C -0.077108 -3.856995 3.053748 0.02 0.00 0.02 -0.921
C -1.357503 -3.401570 2.977248 -0.02 0.03 -0.01 -1.190
C -1.647431 -2.262390 2.194031 0.03 -0.04 0.06 -0.550
C -0.675894 -1.625031 1.468604 -0.02 0.05 -0.06 0.205
C 0.658403 -2.119074 1.492114 -0.02 -0.03 0.06 0.877
H 3.827755 -1.570671 0.301470 0.00 0.00 0.00 0.407
H 4.330325 -3.439244 1.845971 0.00 0.00 0.00 0.420
H 2.502870 -4.521674 3.101122 0.00 0.00 0.00 0.413
H 0.171661 -4.706947 3.677446 0.00 0.00 0.00 0.400
H -2.151232 -3.886156 3.530350 0.00 0.00 0.00 0.435
H -2.664776 -1.886639 2.202580 -0.01 0.01 -0.01 0.626
Cl -6.576271 -2.969532 -1.421784 0.02 0.02 -0.01 -0.228
Ge -4.799851 -2.837312 -0.303255 0.06 -0.01 0.00 0.790
Cl -5.257322 -3.118575 1.752449 -0.02 0.00 0.00 -0.286
Cl -3.366994 -4.269812 -0.889898 0.00 -0.02 0.03 -0.237
```
Forces are in eV/Å.

Values from the calculation:
**Energy above the lowest of the compared OMol25 structures with the same formula, charge and spin**: 0.0 kJ/mol
**Gap between HOMO and LUMO (spin up / spin down)**: 7.56 / 6.64 eV
**Total charge**: 0
**2S+1**: 2

=====

Number 2 is which compound? C16H14N4O7S3SbTi

=====

Which value of total charge does entry 2 give? 0